(1)
{"formula": "H33O16", "method": "wB97M-V/def2-TZVPD", "charge": 0, "spin_multiplicity": 2, "homo_ev": [-2.490, -10.678], "s_squared": 0.751, "symbols": ["O", "H", "H", "O", "H", "H", "O", "H", "H", "O", "H", "H", "O", "H", "H", "O", "H", "H", "O", "H", "H", "O", "H", "H", "O", "H", "O", "H", "H", "O", "H", "H", "O", "H", "H", "O", "H", "H", "O", "H", "H", "O", "H", "H", "O", "H", "H", "H", "H"], "xyz": [[1.85880, -2.76149, -4.65483], [2.80597, -2.77610, -4.84362], [2.00043, -3.69857, -4.35563], [-0.48264, -1.39388, 4.44706], [-1.93302, 3.91821, -2.68284], [0.41080, -1.78381, 4.68056], [-1.16643, 3.84460, -3.25150], [-1.56574, 3.46712, -4.05487], [1.43445, -5.45720, -0.30730], [-1.62976, -1.55425, 1.41269], [-1.54267, -1.05956, 0.49151], [2.04877, 3.47369, -3.65944], [-3.78292, 1.00791, -3.44365], [1.79364, -1.62978, -0.08984], [-3.92948, 0.34112, -2.75467], [-2.30163, 3.95287, 2.28025], [-2.51721, 3.05074, 2.08193], [4.78622, 3.59705, 1.90575], [-4.56597, -1.05144, 0.99462], [-4.86695, -1.05975, 1.91883], [-5.48556, -1.03927, 0.65738], [-0.30499, -4.94442, -0.64568], [-1.96220, -0.81188, 1.99868], [-0.76767, -4.55177, -1.41082], [2.23837, -5.19152, 0.29468], [-4.65777, 1.38428, -3.55768], [4.09829, 3.17942, 1.40110], [0.33460, -1.57299, 0.46129], [4.34041, 2.79636, 0.55818], [1.00208, -0.97728, 0.12668], [1.33746, -0.36197, 1.14497], [0.25906, -0.77008, 2.82684], [2.80839, -2.70691, -0.34943], [-2.74941, 4.53235, 2.87888], [0.75025, 0.79496, 2.34356], [1.85767, 3.40853, -2.72461], [1.01361, 3.84798, -2.62572], [3.49374, -3.20517, 0.17061], [0.91784, -0.17230, 2.34306], [2.11542, -3.36995, -0.37076], [1.78520, -5.50384, 1.08757], [2.93846, 0.78891, 0.70962], [2.82412, 1.71761, 0.47049], [3.61546, 1.00727, 1.37801], [-2.65457, 5.06887, -0.31111], [-2.67039, 4.96234, 0.64484], [-0.47638, -0.78772, 5.19815], [-0.98117, -5.53517, -0.27663], [-1.87497, 5.58589, -0.53715]]}

(2)
{"formula": "C4H9NO2", "method": "wB97M-V/def2-TZVPD", "charge": 0, "homo_ev": -9.903, "smiles": "CC(=O)NCCO", "symbols": ["C", "C", "O", "N", "C", "C", "O", "H", "H", "H", "H", "H", "H", "H", "H", "H"], "xyz": [[1.33379, 0.64503, -1.24217], [1.11469, -0.78824, -0.75935], [1.83383, -1.66637, -1.19029], [-0.03848, -1.17758, -0.08302], [-1.17387, -0.23473, 0.10378], [-1.16611, 0.34887, 1.47656], [0.03618, 1.07923, 1.83573], [2.13749, 0.48204, -1.97402], [0.44622, 0.96144, -1.77661], [1.52530, 1.37752, -0.46976], [-0.31868, -2.10371, -0.35847], [-1.19042, 0.45137, -0.74065], [-2.12756, -0.77928, 0.02654], [-1.26968, -0.43507, 2.22335], [-1.92227, 1.14352, 1.56174], [0.77955, 0.69597, 1.36665]]}

(3)
{"formula": "C5H31O12", "method": "wB97M-V/def2-TZVPD", "charge": -1, "homo_ev": -6.919, "symbols": ["C", "O", "C", "C", "C", "C", "O", "H", "H", "H", "H", "H", "H", "H", "H", "H", "H", "H", "H", "H", "O", "H", "H", "O", "H", "H", "O", "H", "H", "O", "H", "H", "O", "H", "H", "O", "H", "H", "O", "H", "H", "O", "H", "H", "O", "H", "H", "O"], "xyz": [[-3.04872, 1.10391, -2.02151], [-4.04807, 1.91122, -1.30006], [-1.87307, 0.76472, -0.90379], [-0.88820, -0.36518, -1.13664], [-1.76716, -1.54527, -1.76663], [-2.88917, -2.23204, -0.91517], [-2.69203, -1.97130, 0.45798], [-3.41955, 0.07499, -2.18978], [-2.75948, 1.65867, -2.93062], [-1.46892, 1.78490, -0.81565], [-2.41726, 0.45151, -0.00916], [-0.43382, -0.67586, -0.18807], [0.00268, -0.05698, -1.87962], [-2.12099, -1.04677, -2.58688], [-1.07463, -2.31886, -2.03349], [-3.84543, -1.83240, -1.11406], [-2.90749, -3.40464, -0.98396], [-1.70260, -1.88495, 0.70430], [-4.45557, 1.38574, -0.68535], [-1.04685, 1.60531, 3.27434], [-0.86065, 2.52869, 3.22108], [2.04022, -0.02959, 0.74883], [3.32986, -0.76538, -0.27984], [2.41708, -0.90430, -0.09024], [1.78312, 2.49348, 2.01860], [2.79786, 0.33942, 2.33071], [2.25750, 0.67667, 1.64756], [2.07233, -2.39597, 0.66361], [0.78702, -2.93622, 0.51050], [1.53296, -3.08351, 1.09338], [2.07277, -0.27443, -1.52662], [1.54212, 1.06469, -2.35204], [2.12648, 0.26952, -2.30893], [-0.15234, 2.80606, 2.68300], [0.74056, 2.49896, 0.84787], [1.07981, 3.07973, 1.62150], [-0.05949, 1.90904, -2.12752], [0.43514, 3.29116, -1.80539], [0.69612, 2.53801, -2.28687], [0.28672, -0.65750, 1.94515], [0.22502, -2.13358, 2.31833], [-0.24263, -1.36848, 1.88265], [2.66600, -1.52163, 2.84281], [2.26792, -2.86827, 2.65353], [2.30539, -2.26632, 3.40564], [3.02217, 1.56354, 0.40847], [3.74613, 1.10901, -0.90473], [3.94117, 1.63046, -0.13728]]}

(4)
{"formula": "C6H14NO", "method": "wB97M-V/def2-TZVPD", "charge": 1, "homo_ev": -13.611, "symbols": ["C", "C", "C", "C", "C", "N", "C", "H", "H", "H", "H", "H", "H", "H", "H", "H", "H", "H", "H", "H", "H", "O"], "xyz": [[-2.06840, 1.77900, -1.88857], [-2.80373, 0.80924, -0.96547], [-1.93143, -0.19235, -0.26910], [-0.61901, 0.30171, 0.15817], [0.42710, -0.42694, 0.56730], [1.25280, 0.09088, 1.56948], [2.36869, -0.29703, 2.05559], [-0.96854, 1.70690, -1.97314], [-2.14587, 2.85017, -1.57221], [-2.37839, 1.58633, -2.94125], [-3.68767, 0.26127, -1.47271], [-3.12712, 1.46801, -0.15879], [-1.82908, -1.15724, -0.75931], [-2.39410, -0.69614, 0.64400], [-0.62195, 1.37988, 0.28310], [0.43651, -1.51478, 0.50711], [0.92715, 0.96190, 2.00002], [2.95344, -1.18624, 1.80266], [2.91196, 0.26599, 2.84754], [2.99612, -1.35977, -1.54794], [2.74555, -2.72460, -0.76993], [2.90890, -1.78143, -0.68678]]}

Q: Which F_max values were calculated for the entries above? A: 3.3; 2.1; 6.0; 2.7, in eV/A.
Q: Which relative energy (zero: lowest compared OMol25 entry of this formula, charge and spin) values were calculated for the entries above? A: 118.5; 131.8; 320.8; 226.2, in kJ/mol.